[1]
The following is a quantum chemistry calculation of 3 unconnected molecules or ions with the total composition C34H52ClF13N2O5S in a non-equilibrium geometry, from the Open Molecules 2025 dataset.

Last column: Löwdin charge in e.
Element x y z (Å)
1 C -2.078 4.603 -0.053  -0.105
2 C -1.275 3.196 0.279  -0.154
3 C -2.151 1.838 -0.150  -0.303
4 C -1.623 1.332 -1.617  -0.092
5 C -1.342 2.585 -2.689  -0.225
6 C -1.144 1.896 -4.168  -0.538
7 Cl -2.735 1.788 -5.165  0.445
8 O -3.536 2.391 -0.135  -0.240
9 S -4.287 2.261 1.390  0.894
10 O -4.593 3.528 2.224  -0.299
11 O -5.462 1.271 1.600  -0.293
12 O -2.931 1.552 2.177  -0.225
13 C -2.129 0.827 1.138  -0.297
14 C -2.902 -0.615 1.084  -0.074
15 C -3.820 -0.872 -0.248  -0.054
16 C -4.805 -2.217 -0.115  -0.156
17 F -5.105 -2.546 1.329  -0.009
18 F -6.137 -1.991 -0.748  0.014
19 C -4.041 -3.578 -0.702  -0.103
20 F -4.877 -4.730 -0.194  0.015
21 F -2.705 -3.749 -0.088  0.028
22 C -4.072 -3.690 -2.340  -0.070
23 F -5.315 -4.483 -2.671  0.031
24 F -4.290 -2.358 -3.020  0.029
25 C -2.823 -4.525 -3.000  -0.068
26 F -2.449 -5.760 -2.217  0.041
27 F -3.335 -5.057 -4.317  0.033
28 C -1.461 -3.650 -3.256  -0.084
29 F -0.302 -4.589 -3.013  0.034
30 F -1.257 -2.514 -2.328  0.038
31 C -1.280 -3.073 -4.780  -0.132
32 F -0.049 -2.196 -4.744  0.014
33 F -2.382 -2.200 -5.251  0.050
34 F -0.976 -4.123 -5.803  0.049
35 C -0.725 0.497 1.917  -0.131
36 O 0.224 -0.340 1.162  -0.166
37 C 0.698 -1.330 2.187  -0.152
38 C 0.256 -2.921 1.991  0.014
39 C 0.730 -4.020 3.145  -0.051
40 C 1.595 -3.477 4.429  -0.077
41 C 2.077 -1.909 4.650  -0.045
42 C 1.602 -0.830 3.502  -0.001
43 H -2.785 4.821 0.855  0.077
44 H -1.243 5.455 -0.055  0.098
45 H -2.596 4.626 -1.102  0.077
46 H -1.063 3.227 1.453  0.123
47 H -0.188 3.158 -0.214  0.126
48 H -0.616 0.733 -1.572  0.144
49 H -2.458 0.671 -2.156  0.124
50 H -2.346 3.225 -2.759  0.113
51 H -0.412 3.233 -2.393  0.118
52 H -0.285 2.456 -4.753  0.087
53 H -0.791 0.787 -4.014  0.072
54 H -3.504 -0.709 2.111  0.158
55 H -2.111 -1.505 1.121  0.117
56 H -4.530 0.010 -0.545  0.132
57 H -3.062 -1.152 -1.125  0.109
58 H -1.026 -0.123 2.891  0.158
59 H -0.148 1.442 2.313  0.141
60 H -0.376 -3.216 1.046  0.078
61 H 0.383 -5.128 2.964  0.088
62 H 1.905 -4.254 5.274  0.086
63 H 2.704 -1.519 5.569  0.085
64 H 1.846 0.338 3.541  0.101
65 C 5.128 -0.708 9.092  -0.093
66 C 4.491 0.565 8.545  -0.272
67 N 3.052 0.447 8.290  -0.194
68 C 2.509 1.561 7.506  -0.260
69 C 2.545 2.951 8.137  -0.091
70 C 2.225 0.020 9.421  -0.252
71 C 2.265 0.869 10.687  -0.089
72 H 4.934 -1.564 8.436  0.076
73 H 6.214 -0.579 9.163  0.074
74 H 4.765 -0.948 10.096  0.065
75 H 4.998 0.789 7.597  0.117
76 H 4.715 1.393 9.223  0.096
77 H 1.476 1.334 7.216  0.110
78 H 3.060 1.608 6.558  0.103
79 H 1.786 3.063 8.912  0.056
80 H 2.330 3.706 7.372  0.073
81 H 3.523 3.191 8.563  0.069
82 H 2.514 -1.003 9.690  0.101
83 H 1.181 -0.076 9.095  0.116
84 H 3.281 1.158 10.969  0.069
85 H 1.847 0.299 11.524  0.074
86 H 1.660 1.772 10.587  0.055
87 C 0.794 -1.377 -7.926  -0.095
88 C 1.383 -0.208 -8.707  -0.265
89 N 1.309 1.076 -8.001  -0.185
90 C 1.608 2.227 -8.859  -0.251
91 C 3.017 2.331 -9.435  -0.093
92 C 1.914 1.119 -6.669  -0.258
93 C 3.393 0.763 -6.550  -0.085
94 H -0.239 -1.176 -7.625  0.077
95 H 0.792 -2.277 -8.551  0.077
96 H 1.380 -1.607 -7.031  0.057
97 H 0.806 -0.129 -9.639  0.120
98 H 2.409 -0.453 -8.994  0.096
99 H 1.380 3.153 -8.318  0.111
100 H 0.902 2.215 -9.699  0.109
101 H 3.741 2.644 -8.680  0.054
102 H 3.036 3.090 -10.225  0.072
103 H 3.358 1.392 -9.880  0.068
104 H 1.350 0.443 -6.014  0.090
105 H 1.755 2.110 -6.226  0.105
106 H 3.660 -0.126 -7.127  0.071
107 H 3.637 0.556 -5.503  0.074
108 H 4.033 1.590 -6.867  0.056

## Properties
Orbital gap = 7.41 eV
Structure (SMILES) = CC[C@]1(CCCCl)OS(=O)(=O)O[C@]1(CCC(F)(F)C(F)(F)C(F)(F)C(F)(F)C(F)(F)C(F)(F)F)COc1ccccc1.CCN(CC)CC.CCN(CC)CC
DFT total energy = -107981.7801 eV
HOMO = -8.28 eV
Maximum force = 0.1215 Eh/bohr

[2]
The following is a quantum chemistry calculation of a single C5H5NO2 molecule in a non-equilibrium geometry, from the Open Molecules 2025 dataset.

Last column: Löwdin charge in e.
Element x y z (Å)
1 C -1.650 2.440 -0.492  0.073
2 C -0.884 0.529 0.788  -0.067
3 C 2.173 0.363 0.063  -0.334
4 C -0.551 -0.882 0.648  -0.181
5 C 0.430 -1.275 -0.635  -0.046
6 N -1.332 1.453 0.095  -0.092
7 O 3.171 0.984 0.177  0.125
8 O 1.824 -0.794 -0.301  0.003
9 H -2.078 3.448 -0.455  0.063
10 H -0.111 -1.086 1.624  0.093
11 H -1.361 -1.626 0.539  0.110
12 H 0.472 -2.477 -0.525  0.159
13 H -0.103 -1.078 -1.526  0.092

## Properties
Orbital gap (alpha / beta) = 7.14 / 8.09 eV
ΔE to the lowest compared entry with this formula, charge and spin = 781.8 kJ/mol
DFT total energy = -10843.2120 eV
HOMO (alpha / beta) = -7.61 / -7.94 eV
Maximum force = 0.1226 Eh/bohr

[3]
The following is a quantum chemistry calculation of a molecular structure, C19H15F3N4O3S in a non-equilibrium geometry, from the Open Molecules 2025 dataset.

Last column: Löwdin charge in e.
Element x y z (Å)
1 O -4.149 2.285 -1.354  0.107
2 C -3.685 1.690 -0.446  -0.619
3 N -2.405 1.714 -0.050  0.058
4 H -2.288 0.994 0.739  0.123
5 C -1.439 1.875 -1.019  -0.110
6 C -0.218 2.071 -0.071  -0.029
7 C 0.163 1.030 0.918  0.008
8 C 1.466 1.248 1.250  -0.047
9 C 2.258 2.327 1.007  -0.263
10 C 1.965 3.268 0.233  -0.072
11 C 0.625 3.433 -0.343  0.110
12 H 0.269 4.112 -1.140  0.101
13 H 2.612 3.960 -0.058  0.081
14 F 3.554 2.443 1.716  -0.036
15 H 1.806 0.440 1.923  0.140
16 H -0.442 0.269 1.076  0.013
17 H -1.705 2.849 -1.260  0.118
18 H -1.367 1.280 -1.608  -0.003
19 C -4.724 1.079 0.410  -0.392
20 H -4.549 1.011 1.633  0.139
21 H -5.865 1.406 0.268  0.118
22 S -5.147 -0.669 0.082  0.966
23 C -3.531 -1.282 0.525  -0.454
24 N -2.746 -0.776 1.457  0.050
25 N -1.617 -1.475 1.125  0.044
26 C -1.771 -2.648 0.610  -0.365
27 O -3.056 -2.769 0.021  0.033
28 C -0.840 -3.593 0.286  -0.278
29 N 0.365 -3.210 0.348  0.083
30 C 0.773 -2.436 -0.773  -0.221
31 O 0.037 -2.248 -1.871  0.027
32 C 1.982 -1.640 -0.870  -0.026
33 C 2.155 -0.350 -1.386  -0.217
34 C 3.255 0.247 -1.395  -0.027
35 C 4.340 -0.148 -0.661  -0.161
36 C 4.354 -1.092 0.038  -0.043
37 C 3.174 -2.028 -0.221  0.097
38 F 3.124 -3.195 0.869  -0.109
39 H 5.136 -1.631 0.572  0.141
40 H 5.160 0.635 -0.532  0.173
41 H 3.375 1.239 -1.738  0.138
42 F 0.935 0.167 -1.838  0.069
43 H 0.840 -3.085 1.134  0.096
44 H -0.938 -4.667 1.117  0.239
45 H -1.239 -4.131 -0.722  0.201

## Properties
Orbital gap = 8.16 eV
DFT total energy = -51021.6043 eV
HOMO = -8.71 eV
Maximum force = 0.3885 Eh/bohr

[4]
The following is a quantum chemistry calculation of a single C3H5NO2 molecule, from the Open Molecules 2025 dataset.

Last column: Löwdin charge in e.
Element x y z (Å)
1 C 1.724 0.942 0.281  -0.033
2 C 0.483 0.206 -0.123  -0.092
3 O -0.632 0.824 0.034  0.099
4 C -1.007 -0.494 -0.693  -0.647
5 O -1.282 -0.471 -1.865  0.073
6 N -1.516 -1.382 0.249  0.141
7 H 1.510 1.927 0.710  0.083
8 H 2.309 0.349 0.994  0.085
9 H 2.361 1.073 -0.601  0.090
10 H -1.680 -1.012 1.173  0.095
11 H -2.269 -1.943 -0.123  0.106

## Properties
Orbital gap = 9.52 eV
ΔE to the lowest compared entry with this formula, charge and spin = 337.9 kJ/mol
DFT total energy = -8774.1922 eV
HOMO = -8.94 eV
Maximum force = 0.0123 Eh/bohr

[5]
The following is a quantum chemistry calculation of 2 unconnected molecules or ions with the total composition C19H21Br2NO2 in a non-equilibrium geometry, from the Open Molecules 2025 dataset.

Last column: Löwdin charge in e.
Element x y z (Å)
1 C 4.059 -2.227 -3.378  -0.056
2 O 2.622 -2.375 -3.440  -0.081
3 C 1.852 -1.411 -2.875  -0.256
4 C 2.377 -0.228 -2.302  -0.004
5 C 1.539 0.608 -1.584  -0.008
6 C 0.154 0.318 -1.413  -0.198
7 C -0.710 1.086 -0.581  0.020
8 C -0.280 2.141 0.270  -0.239
9 C -1.083 3.324 0.441  -0.092
10 C -0.790 4.274 1.378  -0.604
11 Br -1.889 5.787 1.633  0.769
12 C 0.388 4.143 2.283  -0.498
13 O 0.616 4.935 3.203  -0.024
14 C 1.244 2.959 2.010  -0.592
15 Br 2.776 2.738 3.099  0.762
16 C 0.920 2.041 1.048  -0.119
17 C -0.371 -0.773 -2.173  -0.024
18 C 0.452 -1.643 -2.845  0.006
19 H 4.437 -3.169 -3.779  0.094
20 H 4.390 -1.387 -4.002  0.096
21 H 4.404 -2.085 -2.345  0.097
22 H 3.439 0.010 -2.402  0.110
23 H 1.959 1.518 -1.160  0.117
24 H -1.769 1.064 -0.847  0.122
25 H -1.963 3.461 -0.187  0.113
26 H 1.581 1.184 0.913  0.098
27 H -1.452 -0.916 -2.212  0.107
28 H 0.065 -2.526 -3.350  0.123
29 C -2.674 0.463 1.627  -0.100
30 N -1.723 -0.489 1.091  -0.224
31 C -0.755 -0.945 2.121  -0.155
32 C -0.557 -2.456 1.929  -0.150
33 C -1.606 -2.912 0.892  -0.151
34 C -2.408 -1.665 0.492  -0.170
35 H -3.284 0.862 0.807  0.090
36 H -3.351 0.001 2.372  0.098
37 H -2.136 1.289 2.108  0.090
38 H 0.182 -0.386 2.001  0.102
39 H -1.134 -0.723 3.136  0.120
40 H 0.458 -2.651 1.571  0.104
41 H -0.694 -2.971 2.886  0.105
42 H -1.119 -3.331 0.006  0.100
43 H -2.278 -3.669 1.314  0.105
44 H -3.454 -1.734 0.841  0.115
45 H -2.432 -1.535 -0.596  0.083

## Properties
Orbital gap = 6.27 eV
Structure (SMILES) = COc1ccc(C=C2C=C(Br)C(=O)C(Br)=C2)cc1.CN1CCCC1
DFT total energy = -165711.5814 eV
HOMO = -7.46 eV
Maximum force = 0.0510 Eh/bohr

[6]
The following is a quantum chemistry calculation of a single C2H6N2 molecule in a non-equilibrium geometry, from the Open Molecules 2025 dataset.

Last column: Löwdin charge in e.
Element x y z (Å)
1 H -0.041 1.475 1.112  0.024
2 N -0.782 0.914 1.550  0.065
3 C -0.981 -0.137 0.866  -0.340
4 N -0.288 -0.602 -0.259  -0.096
5 C 0.883 0.036 -0.798  -0.136
6 H -1.803 -0.805 1.094  0.101
7 H -0.533 -1.535 -0.603  0.122
8 H 1.070 -0.428 -1.789  0.085
9 H 0.665 1.095 -1.022  0.078
10 H 1.810 -0.012 -0.152  0.097

## Properties
Orbital gap = 9.96 eV
Structure (SMILES) = [H]/N=C\NC
ΔE to the lowest compared entry with this formula, charge and spin = 87.5 kJ/mol
DFT total energy = -5151.0130 eV
HOMO = -9.05 eV
Maximum force = 0.0265 Eh/bohr

[7]
The following is a quantum chemistry calculation of 12 unconnected molecules or ions with the total composition C21H56BN4O19 in a non-equilibrium geometry, from the Open Molecules 2025 dataset.

Last column: Löwdin charge in e.
Element x y z (Å)
1 O 0.568 0.024 3.111  0.138
2 C 0.453 -0.116 1.929  -0.391
3 O 0.017 0.780 1.059  0.221
4 B -0.005 0.177 -0.305  -0.897
5 O 0.605 -1.133 -0.159  0.222
6 C 0.806 -1.395 1.129  -0.372
7 O 1.248 -2.417 1.567  0.135
8 O 0.729 1.045 -1.254  0.242
9 C -0.086 1.489 -2.178  -0.339
10 O 0.212 2.167 -3.129  0.114
11 C -1.499 0.927 -1.868  -0.365
12 O -1.388 0.159 -0.811  0.228
13 O -2.488 1.101 -2.527  0.108
14 C 2.925 2.947 0.029  -0.156
15 O 3.528 4.009 0.754  -0.122
16 H 2.260 3.399 -0.704  0.081
17 H 3.663 2.303 -0.460  0.082
18 H 2.309 2.324 0.687  0.050
19 H 4.001 3.609 1.496  0.027
20 C -3.418 -1.698 0.664  -0.129
21 O -2.280 -2.547 0.535  -0.126
22 H -4.255 -2.231 1.124  0.085
23 H -3.167 -0.869 1.325  0.091
24 H -3.730 -1.249 -0.281  0.065
25 H -2.533 -3.301 -0.006  0.094
26 C 4.128 -1.491 -0.096  -0.143
27 O 5.541 -1.551 -0.358  -0.129
28 H 3.625 -2.244 -0.708  0.082
29 H 3.962 -1.702 0.960  0.060
30 H 3.783 -0.503 -0.384  0.077
31 H 5.883 -2.372 0.004  0.060
32 C 3.227 -4.888 1.974  -0.156
33 O 4.172 -5.927 1.700  -0.130
34 H 2.314 -5.359 2.334  0.067
35 H 3.675 -4.158 2.645  0.080
36 H 2.875 -4.392 1.062  0.063
37 H 4.996 -5.521 1.424  0.059
38 C -0.481 3.463 4.196  -0.165
39 O -0.061 4.242 5.308  -0.126
40 H -0.141 2.446 4.393  0.061
41 H -1.555 3.462 4.013  0.079
42 H 0.042 3.750 3.277  0.077
43 H -0.508 5.091 5.293  0.067
44 C 0.369 1.392 -6.252  -0.163
45 O 1.568 1.876 -5.654  -0.128
46 H -0.520 1.708 -5.703  0.059
47 H 0.321 1.826 -7.252  0.073
48 H 0.386 0.301 -6.315  0.068
49 H 1.390 1.996 -4.714  0.031
50 C -2.587 4.778 -3.188  -0.691
51 O -2.035 4.966 -2.116  0.016
52 N -3.753 5.419 -3.531  0.140
53 N -2.105 3.916 -4.127  0.168
54 H -4.218 5.252 -4.404  0.085
55 H -4.241 5.951 -2.837  0.093
56 H -2.667 3.734 -4.936  0.092
57 H -1.248 3.418 -3.925  0.069
58 C -5.823 1.994 -1.446  -0.686
59 O -7.017 2.256 -1.388  -0.002
60 N -4.873 2.861 -0.955  0.161
61 N -5.328 0.826 -1.943  0.158
62 H -3.897 2.672 -1.120  0.073
63 H -5.131 3.830 -0.930  0.091
64 H -4.360 0.769 -2.229  0.050
65 H -6.006 0.096 -2.056  0.098
66 C -0.513 -4.602 3.180  -0.066
67 C -1.728 -3.989 3.862  -0.474
68 C -1.477 -2.520 4.214  -0.046
69 O -2.872 -4.086 3.009  -0.069
70 H 0.397 -4.396 3.749  0.076
71 H -0.385 -4.195 2.178  0.064
72 H -0.611 -5.690 3.149  0.077
73 H -1.979 -4.536 4.771  0.130
74 H -1.415 -1.941 3.291  0.062
75 H -0.578 -2.395 4.814  0.082
76 H -2.324 -2.116 4.774  0.080
77 H -2.675 -3.536 2.239  0.029
78 C 0.394 -2.184 -3.675  -0.032
79 C -0.923 -2.920 -3.827  -0.481
80 C -2.114 -2.084 -3.405  -0.047
81 O -1.011 -3.316 -5.206  -0.059
82 H 0.629 -1.984 -2.630  0.075
83 H 0.384 -1.232 -4.214  0.076
84 H 1.182 -2.788 -4.126  0.085
85 H -0.864 -3.839 -3.230  0.134
86 H -3.063 -2.616 -3.519  0.081
87 H -2.155 -1.125 -3.915  0.081
88 H -2.001 -1.930 -2.325  0.070
89 H -1.915 -3.583 -5.395  0.076
90 C 2.798 2.459 3.883  -0.055
91 C 4.141 1.801 3.626  -0.465
92 C 3.958 0.546 2.779  -0.051
93 O 5.008 2.758 2.996  -0.056
94 H 2.266 2.642 2.947  0.067
95 H 2.863 3.375 4.466  0.090
96 H 2.190 1.738 4.434  0.080
97 H 4.564 1.533 4.603  0.134
98 H 3.479 -0.228 3.382  0.090
99 H 4.933 0.131 2.507  0.081
100 H 3.359 0.792 1.906  0.061
101 H 5.888 2.371 2.967  0.094

## Properties
Orbital gap = 9.66 eV
ΔE to the lowest compared entry with this formula, charge and spin = 0.0 kJ/mol
DFT total energy = -68233.4680 eV
Net charge = -1
HOMO = -7.64 eV
Maximum force = 0.0199 Eh/bohr

[8]
The following is a quantum chemistry calculation of a molecular structure, C5H12BFLiN2O4S in a non-equilibrium geometry, from the Open Molecules 2025 dataset.

Last column: Löwdin charge in e.
Element x y z (Å)
1 C 1.672 -0.557 1.189  -0.091
2 N 1.797 -0.561 -0.269  -0.117
3 C 3.101 -0.033 -0.720  -0.045
4 B 0.664 -0.006 -0.996  -0.641
5 O 0.722 -0.105 -2.389  0.166
6 N -0.530 0.703 -0.437  -0.048
7 C -1.518 -0.152 0.269  -0.130
8 C -2.967 0.302 -0.189  -0.250
9 C -4.129 -0.777 0.187  -0.004
10 O -3.487 -0.449 -1.228  -0.088
11 S -0.159 2.118 0.332  0.636
12 O 1.099 2.574 -0.168  -0.208
13 O -1.182 3.055 0.046  -0.203
14 F -0.158 1.927 1.918  -0.138
15 H 1.715 0.431 1.676  0.105
16 H 0.783 -1.134 1.498  0.106
17 H 2.545 -1.140 1.564  0.033
18 H 3.932 -0.625 -0.258  0.078
19 H 3.197 -0.145 -1.809  0.110
20 H 3.257 1.007 -0.385  0.109
21 H 0.319 -0.961 -2.620  0.130
22 H -1.491 -0.032 1.363  0.126
23 H -1.434 -1.196 -0.069  0.140
24 H -3.223 1.375 -0.096  0.149
25 H -3.360 -1.247 0.912  0.062
26 H -4.366 -1.767 -0.241  0.130
27 Li 3.199 -2.606 0.920  0.884

## Properties
Orbital gap = 6.12 eV
DFT total energy = -30973.0549 eV
Net charge = +1
HOMO = -11.39 eV
Maximum force = 0.0811 Eh/bohr